ORCA calculation (the ωB97M-V functional and the def2-TZVPD basis) on 2 unconnected molecules or ions with the total composition CCl3O2Si in a non-equilibrium geometry.

Computed properties:
Net charge: -1
Total energy in a.u.: -1858.902749
Energy relative to the best compared isomer or geometry (same formula, charge and spin) in kcal per mole: 1.6
E_HOMO in eV: -4.0
Kohn-Sham gap in eV: 6.618
Multiplicity: 1

CARTESIAN COORDINATES (ANGSTROEM)
C -3.0533 -1.2524 -1.3015
O -2.6685 -0.7701 -0.3560
O -3.4047 -1.8756 -2.1912
Si 2.4822 0.1373 0.9736
Cl 1.7978 1.2050 2.8145
Cl 3.9660 1.6488 0.3273
Cl 0.8805 0.9070 -0.2666

Atoms 1-6, force components in eV/Å:
0.13 -1.08 -0.20
0.88 1.97 2.54
-1.00 -0.88 -2.32
0.08 0.36 0.30
0.16 -0.19 -0.09
0.05 -0.12 0.07